Entry 1:
Density functional theory data (ωB97M-V with the def2-TZVPD basis set) for C39H22F5N2O3PSZn as an isolated structure at a distorted geometry.

Summary:
**HOMO level**: -2.29 eV
**Electronic energy**: -4852.97557 a.u.
**Maximum force**: 1.8 eV/A
**Relative energy (zero: lowest compared OMol25 entry of this formula, charge and spin)**: 17.4 kcal per mole
**Orbital gap**: 0.242 hartree

The geometry in ORCA input format:
```
! RIJCOSX wB97M-V def2-TZVPD def2/J DEFGRID3
* xyz -2 1
Zn 0.080 0.918 -0.401
S -0.406 5.111 1.965
P -0.171 -0.586 1.928
F 0.192 -5.983 -1.758
F 1.901 -5.301 -3.794
F 2.317 -2.633 -4.335
F -1.085 -4.107 -0.335
F 1.166 -0.735 -2.865
O -1.843 0.485 -3.854
O -0.438 -1.419 -0.659
O -0.443 1.346 -2.343
N 0.024 2.695 0.693
N -2.146 0.863 -0.397
C -2.242 -4.031 2.416
C 1.498 -2.985 -3.315
C 4.416 -0.798 2.481
C -0.545 -0.072 3.658
C -2.729 1.347 1.855
C 1.282 -4.334 -3.059
C 4.792 -0.048 0.187
C -4.243 0.030 0.468
C -3.599 1.236 2.905
C 0.441 -3.366 2.201
C 3.914 -0.360 1.242
C -2.457 0.394 -1.574
C 2.007 0.396 -0.141
C -0.961 0.954 6.220
C 3.574 -1.077 3.520
C 0.062 -4.680 2.421
C -1.403 -0.316 5.895
C 2.507 -0.190 1.053
C 4.298 0.455 -0.982
C 0.050 -2.287 -1.423
C 2.925 0.709 -1.121
C -3.650 -0.317 -1.825
C -5.114 -0.070 1.571
C -0.521 -2.368 2.122
C 0.905 -2.011 -2.541
C 2.193 -0.984 3.329
C 1.658 -0.579 2.124
C -0.338 1.729 5.253
C -4.521 -0.532 -0.797
C -3.018 0.734 0.619
C -1.868 -2.722 2.189
C -0.151 3.735 1.197
C -0.189 -3.690 -1.267
C 0.425 -4.668 -2.021
C -1.204 -0.825 4.622
C -0.136 1.218 3.988
C -1.479 0.751 -2.709
C -1.274 -5.013 2.554
C -4.799 0.523 2.764
H -3.291 -4.296 2.472
H -0.027 2.739 5.488
H -5.431 -1.106 -0.928
H -1.105 1.340 7.222
H -3.368 1.716 3.846
H -1.916 -0.914 6.641
H -1.564 -6.042 2.729
H -2.615 -1.953 2.044
H 1.539 -1.232 4.154
H -1.551 -1.822 4.392
H 4.974 0.692 -1.796
H 0.350 1.813 3.228
H 3.966 -1.378 4.485
H 5.857 -0.194 0.339
H 0.820 -5.450 2.484
H 2.579 1.166 -2.037
H -3.812 -0.687 -2.826
H -6.047 -0.608 1.446
H -1.820 1.924 1.925
H 1.488 -3.126 2.083
H -5.484 0.460 3.599
H 5.490 -0.894 2.591
*
```

Mulliken atomic charge list, values in e, 4 entries: 0.401, -0.570, 2.756, -0.360

***

Entry 2:
Density functional theory data (ωB97M-V with the def2-TZVPD basis set) for C39H25F5N6O7S4Ti as an isolated structure.

Summary:
**HOMO level**: -8.33 eV
**Electronic energy**: -5298.05830 a.u.
**Maximum force**: 0.6 eV/A
**Relative energy (zero: lowest compared OMol25 entry of this formula, charge and spin)**: 15.5 kcal per mole
**Orbital gap**: 0.256 hartree

The geometry in ORCA input format:
```
! RIJCOSX wB97M-V def2-TZVPD def2/J DEFGRID3
* xyz 0 1
Ti 0.362 0.491 -0.017
S -0.791 -4.288 2.447
S 2.797 0.330 0.132
S -2.848 -2.827 -1.125
S -0.060 -2.446 -2.061
F 5.230 -1.438 4.270
F 5.010 -1.093 1.618
F 3.335 -0.462 5.953
F 1.192 0.890 4.931
F 0.969 1.243 2.260
O -1.219 1.373 0.708
O 0.720 0.590 -1.832
O 0.103 -5.040 3.272
O -3.873 5.135 -1.327
O 0.351 -1.105 1.023
O -1.787 -4.990 1.683
O -2.351 3.554 1.631
N 0.809 6.299 -4.110
N -2.622 -0.204 -0.159
N -1.422 -0.606 -0.745
N 0.828 2.646 -0.304
N 0.052 -3.302 1.429
N 1.773 5.518 -4.155
C 2.133 0.400 4.122
C 3.219 -0.285 4.639
C -4.491 3.861 -1.419
C -1.452 -1.792 -1.257
C -2.430 0.834 0.576
C 2.050 0.568 2.756
C -2.429 -3.036 4.437
C -2.852 -1.824 4.974
C -1.116 4.749 -3.720
C -0.434 5.933 -3.482
C -1.923 -4.334 -1.531
C -1.487 -0.582 3.408
C -5.704 2.635 2.615
C -1.543 -2.983 3.384
C 4.062 -0.596 2.409
C 1.527 1.821 -3.734
C -2.130 6.580 -1.903
C 1.680 4.233 -3.516
C -1.074 -1.788 2.870
C 1.160 2.866 -1.606
C 1.805 3.100 -4.270
C -2.775 5.355 -2.086
C -0.157 -2.059 1.720
C 1.453 5.205 -1.198
C 0.824 3.664 0.525
C 1.450 4.134 -2.116
C -3.453 2.784 1.787
C -4.541 3.358 2.440
C 2.984 0.087 1.855
C -4.731 0.758 1.493
C -3.545 1.472 1.299
C -2.283 4.456 -3.030
C 1.144 1.715 -2.426
C 1.149 4.967 0.114
C -0.873 -3.989 -2.565
C -5.806 1.327 2.145
C 4.184 -0.781 3.776
C -2.387 -0.615 4.467
C -0.984 6.872 -2.613
H -1.661 2.989 1.239
H -2.549 7.283 -1.196
H -1.123 0.359 3.020
H -1.485 -4.716 -0.609
H -6.715 0.761 2.294
H 1.558 0.939 -4.359
H -3.552 -1.821 5.798
H 1.696 6.204 -1.536
H -2.783 -3.980 4.827
H 1.141 5.764 0.842
H -3.782 3.060 -1.193
H -2.733 0.314 4.900
H -4.779 -0.256 1.120
H -4.918 3.702 -2.412
H -6.541 3.092 3.127
H 0.561 3.462 1.556
H -5.284 3.855 -0.676
H -2.792 3.526 -3.232
H -1.308 -3.847 -3.553
H -2.635 -5.060 -1.921
H -0.481 7.822 -2.481
H -0.102 -4.757 -2.614
H -0.741 4.037 -4.441
H -4.447 4.375 2.797
H 2.032 3.202 -5.323
*
```

Mulliken atomic charge list, values in e, 4 entries: -0.712, 1.340, -0.586, -0.012

***

Entry 3:
Density functional theory data (ωB97M-V with the def2-TZVPD basis set) for C39H26Co2F3O5PS as an isolated structure at a distorted geometry.

Summary:
**HOMO level**: -6.54 eV
**Electronic energy**: -5682.42498 a.u.
**Maximum force**: 4.8 eV/A
**Orbital gap**: 0.122 hartree

The geometry in ORCA input format:
```
! RIJCOSX wB97M-V def2-TZVPD def2/J DEFGRID3
* xyz 0 1
Co -0.892 2.074 -0.156
Co 0.443 0.143 -0.843
S -0.360 -3.049 -2.057
P -0.097 2.438 1.740
F 1.620 -9.109 -1.444
F 2.482 -7.588 -0.104
F 0.341 -8.098 0.035
O -2.043 -1.281 -0.258
O 2.232 -0.410 1.379
O 2.297 -1.517 -2.334
O -3.637 1.301 0.222
O -1.189 4.838 -0.946
C 1.425 -0.170 0.578
C 1.008 -6.101 -4.158
C 1.451 -1.029 -1.713
C 0.431 1.804 -1.512
C -0.165 0.568 -3.757
C 0.483 -4.882 -3.778
C 0.191 0.586 5.403
C -3.021 4.726 3.491
C 1.368 -7.905 -0.846
C -0.148 1.181 3.074
C -2.964 -1.869 -3.519
C -1.904 -2.119 -5.686
C -2.273 -0.672 -3.320
C -0.629 -0.106 2.817
C 0.521 -5.609 -1.436
C -2.315 3.690 2.876
C -1.133 -0.983 -5.449
C -1.068 3.727 -0.648
C 2.035 3.974 0.814
C -1.201 -0.330 -4.188
C 3.368 4.387 0.723
C -0.270 4.973 3.062
C 1.305 -7.089 -3.205
C 0.087 0.831 -2.439
C 1.048 -6.827 -1.860
C 1.664 2.969 1.722
C -0.940 3.822 2.630
C -0.710 -1.043 3.851
C 4.332 3.825 1.563
C -2.792 -2.584 -4.709
C -1.140 -0.589 -0.508
C 0.253 -4.576 -2.400
C -2.353 5.886 3.894
C -0.977 6.005 3.691
C 2.645 2.374 2.522
C 0.213 1.541 4.380
C -2.514 1.578 0.081
C 3.972 2.809 2.455
C -0.265 -0.710 5.132
H 4.717 2.353 3.109
H 1.159 2.613 -1.624
H -3.657 -2.225 -2.753
H 1.283 4.431 0.167
H 0.520 0.867 6.403
H 5.363 4.184 1.534
H 1.207 -6.289 -5.213
H -2.563 0.039 -2.535
H 1.717 -8.046 -3.510
H -2.839 2.781 2.573
H 0.445 1.040 -4.532
H -1.117 -2.035 3.637
H 3.640 5.147 -0.014
H 0.232 -4.108 -4.508
H -0.461 -0.578 -6.211
H -0.441 6.895 4.023
H 0.523 2.567 4.591
H -4.096 4.622 3.648
H 2.380 1.574 3.210
H 0.799 5.077 2.892
H -3.354 -3.509 -4.854
H -1.840 -2.639 -6.641
H -0.280 -1.460 5.925
H 0.324 -5.422 -0.380
H -0.974 -0.370 1.814
H -2.904 6.688 4.388
*
```

Mulliken atomic charge list, values in e, 4 entries: 0.466, 0.649, 0.057, 1.913

***

Entry 4:
Density functional theory data (ωB97M-V with the def2-TZVPD basis set) for C39H29BrInN3O3Te as an isolated structure.

Summary:
**HOMO level**: -7.51 eV
**Electronic energy**: -4925.72760 a.u.
**Maximum force**: 0.5 eV/A
**Orbital gap**: 0.272 hartree

The geometry in ORCA input format:
```
! RIJCOSX wB97M-V def2-TZVPD def2/J DEFGRID3
* xyz 0 1
Te 2.999 0.926 -1.484
In 0.256 0.121 -0.459
Br -4.853 2.361 4.743
O 1.570 0.249 1.233
O -1.057 -1.015 -2.056
O 0.906 -1.758 -1.410
N -1.128 -2.158 6.410
N -0.757 -1.123 1.145
N -0.081 -2.478 5.826
C -1.998 2.056 1.557
C 2.760 3.014 -1.336
C -0.141 -1.876 -2.132
C -1.693 -2.577 3.298
C -0.818 2.379 0.964
C 1.549 0.484 -4.115
C 2.482 0.553 -6.328
C -2.395 -2.531 2.127
C -3.678 0.970 5.264
C 1.997 -0.535 3.427
C 2.391 5.747 -1.008
C 1.880 3.699 -2.166
C -2.266 1.535 -0.655
C -3.312 -1.312 5.871
C -1.460 0.223 5.775
C -0.471 -5.172 -4.811
C -2.329 1.245 5.422
C 1.393 0.362 -5.490
C -0.253 -3.032 -3.064
C 1.702 5.066 -2.006
C 1.220 -0.439 2.288
C 2.795 0.795 -3.576
C -1.894 -1.771 1.060
C 3.886 0.977 -4.419
C -0.888 2.009 -0.458
C 0.814 -3.911 -3.219
C 0.326 -1.832 4.603
C -1.951 -1.066 5.969
C -4.181 -0.299 5.493
C -1.429 -3.222 -3.783
C 3.460 3.694 -0.346
C 3.727 0.860 -5.793
C -0.481 -1.858 3.430
C 0.705 -4.979 -4.096
C -0.032 -1.151 2.295
C -1.538 -4.295 -4.655
C -2.900 1.534 0.551
C 3.266 5.060 -0.179
C 1.557 -1.241 4.556
H 2.188 -1.285 5.437
H 1.018 5.598 -2.655
H -2.241 -2.521 -3.649
H -2.452 -4.449 -5.214
H -0.407 0.432 5.893
H 0.695 0.327 -3.464
H 2.244 6.812 -0.879
H -3.323 -3.071 2.004
H 4.579 1.005 -6.446
H -5.240 -0.491 5.391
H -2.235 2.164 2.608
H 1.534 -5.664 -4.221
H -0.555 -6.009 -5.494
H 2.960 -0.040 3.439
H 0.422 0.116 -5.900
H 3.808 5.586 0.597
H -2.673 1.202 -1.598
H 2.362 0.459 -7.401
H 4.860 1.211 -4.006
H 0.056 2.798 1.445
H -3.686 -2.305 6.087
H 4.150 3.164 0.299
H -3.910 1.193 0.736
H -2.424 -1.697 0.118
H -1.959 2.250 5.268
H 1.717 -3.742 -2.647
H 1.338 3.172 -2.943
H -0.432 2.672 -1.191
H -2.050 -3.172 4.125
*
```

Mulliken atomic charge list, values in e, 4 entries: 0.485, 1.581, -0.141, -0.431

***

Entry 5:
Density functional theory data (ωB97M-V with the def2-TZVPD basis set) for C39H29CrN5O4P as an isolated structure.

Summary:
**HOMO level (alpha / beta)**: -2.35 / -4.26 eV
**Electronic energy**: -3464.35048 a.u.
**Maximum force**: 0.1 eV/A
**Relative energy (zero: lowest compared OMol25 entry of this formula, charge and spin)**: 5.1 kcal per mole
**Orbital gap (alpha / beta)**: 0.180 / 0.249 hartree

The geometry in ORCA input format:
```
! RIJCOSX wB97M-V def2-TZVPD def2/J DEFGRID3
* xyz -1 5
Cr 1.024 -1.586 0.870
P -1.906 1.321 0.019
O -0.579 -1.022 -0.260
O 4.893 -2.704 1.067
O -0.376 1.119 3.604
O -1.612 -2.943 -0.788
N 1.107 -3.669 0.235
N 2.187 -1.352 -0.813
N 0.969 -0.041 2.112
N -0.594 -2.093 2.197
N 2.858 -1.675 1.637
C -4.888 3.994 0.821
C 2.229 0.440 2.525
C -0.342 1.916 -0.722
C 2.510 -1.421 -3.184
C 0.644 2.352 0.161
C 3.797 -2.024 -3.015
C 4.240 -2.277 -1.748
C -0.077 1.926 -2.088
C -2.473 -0.903 -1.644
C -3.287 5.217 -0.481
C -4.038 -0.897 -3.484
C -4.281 0.450 -3.263
C 3.829 -2.177 0.729
C -2.881 2.889 0.030
C -1.077 -0.991 2.783
C 3.256 -0.493 2.275
C 2.265 -5.260 -1.452
C 3.800 1.966 3.506
C 1.159 2.346 -2.562
C 4.560 -0.159 2.639
C -2.602 -3.239 2.738
C 1.881 2.767 -0.310
C -1.345 -3.193 2.162
C 1.772 -1.119 -2.067
C -2.329 -0.950 3.367
C 4.821 1.067 3.244
C -2.491 4.082 -0.573
C 2.142 2.759 -1.673
C 3.439 -1.945 -0.636
C 1.589 -4.397 -0.503
C -4.489 5.176 0.209
C -3.631 1.113 -2.232
C -1.491 -1.721 -0.830
C -4.083 2.869 0.740
C -2.712 0.460 -1.408
C -3.105 -2.096 3.342
C 2.491 1.649 3.147
C -0.128 0.180 2.853
C -3.143 -1.566 -2.666
H -2.649 -0.023 3.822
H 4.414 -2.259 -3.874
H -0.830 1.582 -2.788
H -4.092 -2.101 3.786
H -3.179 -4.152 2.690
H 2.819 -6.031 -0.919
H -1.556 4.126 -1.117
H 2.649 3.060 0.396
H -0.926 -4.042 1.644
H 5.841 1.312 3.520
H 0.793 -0.667 -2.155
H 0.452 2.339 1.227
H 1.540 -5.714 -2.125
H 3.116 3.056 -2.041
H 1.677 2.330 3.349
H -5.109 6.062 0.279
H 4.012 2.913 3.987
H -3.844 2.162 -2.072
H 5.354 -0.869 2.453
H 1.362 2.325 -3.625
H 5.208 -2.721 -1.548
H 2.960 -4.637 -2.019
H -2.939 -2.620 -2.795
H -4.385 1.953 1.237
H -2.964 6.138 -0.953
H -5.819 3.955 1.373
H -4.978 0.992 -3.890
H 2.115 -1.189 -4.164
H -4.544 -1.422 -4.285
*
```

Mulliken atomic charge list, values in e, 4 entries: -1.795, 0.615, 1.702, -0.808

***

Entry 6:
Density functional theory data (ωB97M-V with the def2-TZVPD basis set) for C39H29I2N8O4STi as an isolated structure at a distorted geometry.

Summary:
**HOMO level (alpha / beta)**: -2.44 / -2.47 eV
**Electronic energy**: -4085.81171 a.u.
**Maximum force**: 2.6 eV/A
**Relative energy (zero: lowest compared OMol25 entry of this formula, charge and spin)**: 66.7 kcal per mole
**Orbital gap (alpha / beta)**: 0.165 / 0.167 hartree

The geometry in ORCA input format:
```
! RIJCOSX wB97M-V def2-TZVPD def2/J DEFGRID3
* xyz -1 1
I 0.491 -2.692 -0.385
I -1.590 -1.786 -3.273
Ti -0.451 -0.099 0.765
S 2.590 0.424 -0.835
O 3.300 1.618 -0.442
O 1.414 1.821 1.767
O 1.732 -2.649 2.017
O 3.027 -0.803 -0.220
N 1.136 -0.442 1.868
N -2.363 -0.329 0.310
N 0.968 0.525 -0.703
N -2.815 2.013 0.426
N -2.850 -2.658 0.482
N -0.945 1.290 -1.657
N -1.296 1.268 2.127
N -1.369 -1.835 2.178
C -4.407 0.385 -0.464
C 2.886 0.441 3.157
C -1.873 2.268 1.381
C 0.249 3.541 -2.742
C 3.706 1.257 3.902
C 3.375 -0.108 -5.299
C -6.670 0.384 -1.197
C -4.381 -1.014 -0.509
C -0.803 -2.131 3.370
C 3.675 -0.310 -6.763
C -0.652 2.884 3.785
C -0.773 1.609 3.330
C 2.327 -0.781 -4.681
C -3.111 -1.427 0.063
C -6.639 -1.021 -1.266
C 0.999 2.658 -1.999
C -1.643 2.162 -2.386
C 4.159 0.754 -4.535
C -0.760 -3.295 -2.025
C -0.750 -3.371 3.935
C -2.028 -2.852 1.542
C 0.354 1.523 -1.463
C 2.859 0.251 -2.588
C 3.865 -1.550 4.078
C 3.904 0.941 -3.185
C 2.965 -0.936 3.236
C -1.102 3.294 -2.958
C 4.685 -0.737 4.859
C -5.505 -1.729 -0.918
C -1.320 -4.443 3.222
C -1.964 -4.180 2.053
C -3.128 0.796 0.087
C 1.901 -1.493 2.329
C -1.042 3.932 2.920
C 2.076 -0.615 -3.328
C 4.608 0.648 4.772
C -5.557 1.097 -0.797
C 1.767 0.751 2.202
C -1.656 3.631 1.747
H -5.486 -2.811 -0.954
H 2.033 2.847 -1.771
H -0.193 -3.956 -2.669
H -0.254 -3.516 4.885
H 3.634 2.334 3.812
H -2.042 4.390 1.080
H 1.280 -1.163 -2.841
H 1.695 -1.445 -5.261
H -0.359 -1.295 3.897
H 0.713 4.435 -3.143
H 5.390 -1.187 5.547
H -0.424 0.784 3.937
H 3.036 -1.081 -7.192
H -7.586 0.906 -1.445
H -0.199 3.078 4.747
H -1.604 -3.796 -1.566
H 4.504 1.610 -2.581
H -1.717 3.970 -3.536
H -7.528 -1.552 -1.584
H 3.520 0.612 -7.326
H -5.567 2.178 -0.731
H -1.250 -5.455 3.603
H -0.871 4.963 3.205
H 3.912 -2.631 4.142
H 5.254 1.255 5.394
H 4.982 1.286 -5.002
H -2.475 -4.948 1.487
H -2.692 1.915 -2.519
H 4.716 -0.609 -6.904
*
```

Mulliken atomic charge list, values in e, 4 entries: 0.483, -0.053, -1.150, 1.361